(1)
Entry from OMol25: an isolated molecule of C2H4ClNO2 (ωB97M-V/def2-TZVPD).

Values from the calculation:
- ΔE to the lowest compared entry with this formula, charge and spin: 17.86 kcal per mole
- SMILES string: N[C@@H](Cl)C(=O)O
- E_tot: -744.00650 a.u.
- Kohn-Sham gap: 10.6 eV
- Net charge: 0

Last column: Löwdin charge in e.
Atoms and positions in Å:
O1 -0.68402 1.47551 0.85108  0.064
N1 0.24429 -0.88112 0.74856  -0.048
C1 -0.59963 1.09127 -0.41302  -0.609
H1 1.07424 -1.53261 0.89769  0.126
H2 -0.59245 -1.45746 1.09861  0.154
H3 1.58867 0.04522 -0.80512  0.205
C2 0.33099 -0.21129 -0.45496  -0.673
H4 0.08041 0.94576 1.34538  0.154
Cl1 -0.25691 -1.10429 -1.98094  0.519
O2 -1.18559 1.62902 -1.28728  0.109

---

(2)
Entry from OMol25: a cluster of 2 separate species, C2H4ClNO2 in total (ωB97M-V/def2-TZVPD).

Values from the calculation:
- ΔE to the lowest compared entry with this formula, charge and spin: 42.68 kcal per mole
- E_tot: -743.96695 a.u.
- Kohn-Sham gap: 8.0 eV
- Net charge: 0

Last column: Löwdin charge in e.
Atoms and positions in Å:
N1 -0.34616 -1.76579 -0.61322  -0.041
H1 -1.11776 -2.13866 -1.12524  0.097
C1 -0.71195 -0.27301 -0.24288  -0.556
H2 0.21111 0.05510 0.26317  -0.020
C2 -2.40070 3.05485 -0.86159  -0.497
H3 -0.29062 -2.06206 0.39602  0.143
H4 0.49278 -2.13984 -1.11061  0.136
Cl1 -0.66877 0.62850 -1.87162  0.380
O1 -1.37185 3.57057 -0.98257  0.159
O2 -3.42543 2.56102 -0.72986  0.200

---

(3)
Entry from OMol25: a cluster of 2 separate species, C2H4ClNOS in total (ωB97M-V/def2-TZVPD).

Values from the calculation:
- ΔE to the lowest compared entry with this formula, charge and spin: 111.26 kcal per mole
- E_tot: -1066.80325 a.u.
- Kohn-Sham gap: 7.3 eV
- Net charge: 0

Last column: Löwdin charge in e.
Atoms and positions in Å:
H1 -0.68622 1.85481 -1.43885  0.344
S1 2.08941 -1.36768 -0.33053  0.487
H2 -1.02504 0.05413 1.24658  0.063
H3 -0.19098 -1.73169 1.31817  0.075
C1 -0.55773 -0.82609 0.78397  -0.411
N1 0.68910 0.90214 -0.32593  -0.125
C2 0.65812 -0.35280 -0.05787  -0.839
Cl1 -1.90708 -1.37596 -0.49776  0.430
O1 -0.55302 1.46340 -0.10418  -0.141
H4 1.48341 1.37974 -0.59361  0.117

---

(4)
Entry from OMol25: a structure of composition C2H4ClOP (ωB97M-V/def2-TZVPD).

Values from the calculation:
- ΔE to the lowest compared entry with this formula, charge and spin: 31.84 kcal per mole
- E_tot: -955.35533 a.u.
- Kohn-Sham gap: 8.9 eV
- Net charge: 0

Last column: Löwdin charge in e.
Atoms and positions in Å:
C1 1.27838 0.21399 0.25333  -0.992
H1 -0.65394 -1.01106 0.02659  0.026
H2 -0.85617 0.77198 0.02618  0.105
P1 2.65910 -0.85706 -0.48780  0.822
H3 1.00214 0.23909 1.38751  0.095
Cl1 1.96707 1.78290 -0.07522  0.544
C2 -0.20960 -0.14858 -0.34249  -0.153
O1 3.50327 -1.19927 0.65409  -0.488
H4 -0.21777 -0.20194 -1.41924  0.041

---

(5)
Entry from OMol25: a cluster of 2 separate species, C2H4ClOP in total (ωB97M-V/def2-TZVPD).

Values from the calculation:
- ΔE to the lowest compared entry with this formula, charge and spin: 123.61 kcal per mole
- E_tot: -955.20909 a.u.
- Kohn-Sham gap (alpha / beta): 7.6 / 7.6 eV
- Net charge: 0

Last column: Löwdin charge in e.
Atoms and positions in Å:
O1 -4.09913 -0.48656 -0.22334  -0.994
C1 0.37760 -0.09385 0.01646  -0.152
P1 -2.08908 -1.77432 0.02873  1.009
Cl1 -3.97612 1.01932 0.07088  0.537
H1 -1.77734 0.41327 -0.00809  -0.058
H2 0.41796 0.30627 -0.96670  0.067
H3 1.02809 -1.02939 0.13851  0.108
C2 -1.05864 -0.40596 -0.05172  -0.594
H4 0.39755 0.69484 0.74406  0.076

---

(6)
Entry from OMol25: a cluster of 2 separate species, C2H4ClOP in total (ωB97M-V/def2-TZVPD).

Values from the calculation:
- ΔE to the lowest compared entry with this formula, charge and spin: 25.06 kcal per mole
- Multiplicity: 3
- E_tot: -955.22976 a.u.
- Kohn-Sham gap (alpha / beta): 8.9 / 7.4 eV
- Net charge: 0
- ⟨S²⟩: 2.0148

Last column: Löwdin charge in e.
Atoms and positions in Å:
H1 -0.09924 -1.12557 -3.28080  0.011
Cl1 2.02061 0.62057 1.73551  0.555
C1 0.02306 -1.41393 -2.30515  -0.622
P1 -1.54303 -1.43208 -1.36802  0.846
H2 0.97851 0.37037 -0.40436  -0.079
C2 1.19751 1.05657 0.31948  -0.487
O1 1.14998 -1.73382 -1.91372  -0.064
H3 -0.90807 -1.82341 -0.19477  -0.151
H4 0.95645 2.05072 0.07871  -0.009

---

(7)
Entry from OMol25: a structure of composition C2H4CuLiO (ωB97M-V/def2-TZVPD).

Values from the calculation:
- ΔE to the lowest compared entry with this formula, charge and spin: 37.71 kcal per mole
- Multiplicity: 2
- E_tot: -1801.47656 a.u.
- Kohn-Sham gap (alpha / beta): 8.0 / 6.6 eV
- Net charge: +1
- ⟨S²⟩: 0.7503

Last column: Löwdin charge in e.
Atoms and positions in Å:
C1 0.32809 0.20171 -0.06508  -0.380
O1 -0.65130 -0.70396 0.07993  -0.403
H1 1.06937 2.13217 0.44897  0.074
C2 0.20063 1.47873 0.39309  -0.010
H2 -0.79154 1.94549 0.48839  0.073
H3 1.22983 -0.08075 -0.62068  0.116
Cu1 -1.03636 -0.06506 1.73630  0.624
H4 0.59902 -2.58919 -1.66032  0.159
Li1 -0.94774 -2.31914 -0.80060  0.747

---

(8)
Entry from OMol25: a structure of composition C2H4EuO4S (ωB97M-V/def2-TZVPD).

Values from the calculation:
- Multiplicity: 8
- E_tot: -1488.00001 a.u.
- Kohn-Sham gap (alpha / beta): 6.7 / 6.8 eV
- Net charge: 0
- ⟨S²⟩: 15.7607

Last column: Löwdin charge in e.
Atoms and positions in Å:
Eu1 -1.88671 -1.19493 -0.57359  1.498
O1 -1.78881 -0.47991 -2.63505  -0.767
H1 0.21370 0.92049 1.89294  0.178
S1 -1.21132 0.98824 -2.43743  0.608
H2 1.30818 -1.31716 2.23504  0.134
C1 0.93207 0.48173 1.03066  -0.068
O2 0.21251 0.96974 -2.92459  -0.542
H3 1.27158 0.26492 0.00426  0.116
O3 -0.34798 -1.55440 1.11748  -0.205
H4 1.88729 0.81406 1.46719  0.077
O4 -1.11973 0.92386 -0.81110  -0.760
C2 0.52922 -0.81664 1.63419  -0.269

---

(9)
Entry from OMol25: a cluster of 2 separate species, C2H4F2 in total (ωB97M-V/def2-TZVPD).

Values from the calculation:
- ΔE to the lowest compared entry with this formula, charge and spin: 102.75 kcal per mole
- E_tot: -278.17149 a.u.
- Kohn-Sham gap (alpha / beta): 7.8 / 10.6 eV
- Net charge: 0

Last column: Löwdin charge in e.
Atoms and positions in Å:
H1 1.24829 1.02732 -0.25306  0.103
F1 -0.70628 0.99587 1.21956  0.089
C1 -0.62907 0.21499 0.15496  -0.497
C2 0.67917 0.09574 -0.47488  -0.034
H2 -0.74981 -1.79550 1.40856  0.080
H3 0.61438 -0.06923 -1.53885  0.090
H4 1.23348 -0.59858 0.08434  0.053
F2 -1.69017 0.12938 -0.60065  0.115

---

(10)
Entry from OMol25: a cluster of 2 separate species, C2H4F2 in total (ωB97M-V/def2-TZVPD).

Values from the calculation:
- ΔE to the lowest compared entry with this formula, charge and spin: 114.19 kcal per mole
- E_tot: -278.15326 a.u.
- Kohn-Sham gap (alpha / beta): 9.7 / 8.4 eV
- Net charge: 0

Last column: Löwdin charge in e.
Atoms and positions in Å:
C1 1.35381 -0.91093 0.72406  -0.023
H1 -2.43010 1.15053 -0.20543  0.075
H2 1.01640 -0.24523 1.47376  0.042
H3 -0.81541 1.66950 -0.70254  0.017
H4 0.99138 -1.82595 0.45219  0.026
F1 2.46403 -0.52586 0.10933  -0.041
F2 -1.20794 -0.13912 -1.36206  -0.036
C2 -1.37217 0.82707 -0.48931  -0.059